[1]
The following is a DFT calculation (ωB97M-V/def2-TZVPD) of 2 unconnected molecules or ions with the total composition H2N2S.

Structure (XYZ):
```
5
Properties=species:S:1:pos:R:3:nbo_charge:R:1
N 0.190 0.606 0.247 -0.459
N 0.200 -0.750 -0.017 -0.527
S -1.378 -0.028 -0.084 0.354
H 0.541 1.235 -1.096 0.274
H 0.447 -1.063 0.950 0.358
```

Summary:
HOMO	-9.035	eV
max |F|	6.64	eV/A
total charge	0
lowest unoccupied orbital energy	-0.002	Ha
HOMO-LUMO gap	8.98	eV

---

[2]
The following is a DFT calculation (ωB97M-V/def2-TZVPD) of a gas-phase ion, H2N3O6S2 (charge -1).

Structure (XYZ):
```
13
Properties=species:S:1:pos:R:3:nbo_charge:R:1
N -1.413 0.018 -1.769 -1.026
S 0.118 -0.708 -1.222 2.147
O 1.285 0.286 -1.438 -0.914
O 0.299 -2.017 -2.063 -0.940
N -0.129 -1.213 0.433 -1.017
S 0.903 -0.352 1.548 2.182
O 0.622 -0.952 2.969 -0.904
O 2.425 -0.549 1.270 -0.876
O 0.635 1.335 1.620 -0.497
N -0.692 1.623 1.668 0.379
O -0.753 2.858 1.532 -0.316
H -1.251 0.486 -2.693 0.392
H -2.048 -0.814 -1.854 0.389
```

Summary:
HOMO	-6.293	eV
max |F|	8.12	eV/A
total charge	-1
lowest unoccupied orbital energy	0.092	Ha
HOMO-LUMO gap	8.81	eV
SMILES	NS(=O)(=O)N=[S@@](=O)([O-])ON=O

---

[3]
The following is a DFT calculation (ωB97M-V/def2-TZVPD) of 2 unconnected molecules or ions with the total composition H2N3PS.

Structure (XYZ):
```
7
Properties=species:S:1:pos:R:3:nbo_charge:R:1
N -2.114 -0.625 -0.082 -0.285
N -0.879 -1.312 0.076 -0.063
N -0.770 -0.056 0.128 -0.408
P -0.228 1.386 0.227 0.715
S 3.075 0.010 0.081 -0.389
H -2.488 -0.540 -1.101 0.330
H 3.404 1.138 0.672 0.100
```

Summary:
HOMO (alpha / beta)	-8.670 / -8.672	eV
max |F|	3.17	eV/A
total charge	0
lowest unoccupied orbital energy (alpha / beta)	-0.118 / -0.118	Ha
HOMO-LUMO gap (alpha / beta)	5.45 / 5.46	eV

---

Q: Among the records above, which one has the lowest max |F|?
A: H2N3PS

---

Q: Number 3 is which compound?
A: H2N3PS

---

Q: Number 3 is which compound?
A: H2N3PS

---

Q: Which formula does entry 2 have?
A: H2N3O6S2